(1)
144
Properties=species:S:1:pos:R:3:forces:R:3 method="wB97M-V/def2-TZVPD" e_lumo_ev=-2.6 e_tot_ha=-8036.68546 largest_force_ev_per_a=3.93 total_charge=+1
C -0.301979 -0.112633 3.460889 0.58 -0.74 0.34
C 0.894656 -1.065080 3.012426 -1.44 0.05 -0.22
C 1.378947 -0.848866 1.524489 0.05 0.90 0.43
C 1.700975 0.653788 1.201959 0.77 0.94 0.88
C 2.862284 1.254741 2.115472 -0.84 -0.06 0.38
C 2.944774 2.814249 1.920864 0.34 -0.01 -0.11
C 3.990079 3.291995 0.837573 -0.59 0.85 -0.25
O 4.588803 2.200069 0.082700 0.79 1.01 -0.32
C 5.979549 2.379220 0.031034 1.43 -0.55 0.39
C 6.718932 3.050755 -1.159595 -0.64 0.31 -1.30
O 6.652017 1.956147 0.937697 -0.70 0.23 -0.40
N 2.682221 -1.643685 1.502863 1.49 -1.48 0.05
C 2.332557 -2.974402 0.873816 0.33 -1.08 -0.72
C 3.529020 -3.979636 0.630011 1.05 1.44 1.11
C 4.759406 -3.336302 -0.087686 0.40 -0.92 -1.41
O 5.061036 -3.719317 -1.186099 -0.46 0.51 0.52
O 5.556526 -2.325393 0.476993 -1.19 -1.29 0.82
C 1.402221 -2.617222 -0.367320 -0.28 -0.19 1.12
C 2.142385 -2.025345 -1.651373 0.75 -0.76 0.54
N 3.118705 -0.954593 -1.307449 -0.40 0.33 -0.97
C 2.918444 0.181559 -2.271383 0.52 0.19 -0.16
C 0.723699 -3.944584 -0.869918 0.06 -0.05 -0.85
Br -0.218851 -4.952640 0.561790 1.13 0.57 0.38
C -0.189737 -3.757006 -2.194972 1.27 -0.57 -0.02
C 0.569972 -4.236064 -3.516844 -0.08 0.76 0.09
Br -1.798047 -4.876925 -1.985259 -0.19 0.99 -1.12
C 0.538614 -1.459139 0.317720 -0.50 0.79 -1.89
C -1.033908 -1.621627 0.466723 1.33 -0.58 2.11
O -1.593554 -0.319573 0.279142 -0.69 -1.08 -1.00
C -2.714582 -0.273571 -0.544383 -3.42 1.45 -1.30
C -2.955290 -1.053476 -1.745878 -0.35 0.52 0.36
C -4.136492 -0.938228 -2.609412 0.37 1.29 1.24
C -4.271204 -1.871172 -3.848392 -0.47 -0.42 1.34
C -5.143675 0.056003 -2.268196 2.07 -0.49 1.45
C -4.936581 0.853705 -1.059228 1.37 -1.07 -0.58
C -3.754277 0.730813 -0.189064 -0.50 -0.44 -1.79
C -3.676538 1.694501 1.031626 -0.52 0.20 -0.21
C -2.285433 2.420346 1.231491 0.11 -0.27 0.94
C -4.215107 0.922914 2.308534 -0.21 -0.36 -0.60
H 0.074150 0.582725 4.256397 -0.47 -0.41 -0.92
H -0.727527 0.461220 2.602498 0.19 -0.58 0.89
H -1.087893 -0.744473 3.956461 0.61 0.83 -0.73
H 0.539605 -2.135509 3.097388 0.48 0.97 -0.05
H 1.720158 -0.912431 3.754101 -0.40 -0.20 -0.90
H 0.803253 1.306164 1.404943 0.66 -1.02 -0.26
H 1.993225 0.834890 0.131446 -0.31 -0.55 1.01
H 3.838356 0.737068 1.926771 -0.65 0.73 0.00
H 2.618186 1.072617 3.204597 0.13 0.14 -1.11
H 1.934946 3.217379 1.618575 0.98 -0.54 0.39
H 3.201742 3.309795 2.895595 -0.20 -0.51 -0.89
H 3.453849 3.962225 0.104145 0.62 -0.68 0.66
H 4.818680 3.896564 1.283627 -0.78 -0.53 -0.10
H 6.080189 3.182155 -2.077974 0.39 -0.17 1.03
H 7.606241 2.445737 -1.490161 -0.92 0.37 0.73
H 7.114079 4.076573 -0.916841 -0.53 -1.07 0.19
H 3.520451 -1.177663 1.118871 -0.73 0.09 -0.81
H 3.024892 -1.954738 2.426327 -0.64 0.86 0.01
H 1.811729 -3.461202 1.747708 -0.39 0.41 -1.55
H 3.877212 -4.315545 1.646120 -0.27 0.16 -0.82
H 3.235066 -4.893061 0.065683 0.09 0.93 0.37
H 5.869990 -2.687762 1.329045 -0.02 0.54 -0.19
H 2.683243 -2.889531 -2.127467 -0.53 0.86 0.17
H 1.414387 -1.580303 -2.385247 0.41 -0.82 0.81
H 4.064717 -1.279579 -1.530346 -0.41 -0.08 0.27
H 3.640722 1.006221 -2.007071 -0.85 -0.80 -0.32
H 3.121640 -0.185439 -3.323221 -0.29 0.58 0.94
H 1.864335 0.568413 -2.231167 0.98 -0.35 0.11
H 1.560248 -4.627389 -1.195678 -0.94 0.61 0.53
H -0.390358 -2.668808 -2.339543 -0.54 -1.03 0.35
H 1.670342 -4.341649 -3.323197 -1.01 -0.14 -0.16
H 0.468750 -3.406210 -4.275476 -0.01 -0.99 0.64
H 0.141344 -5.185419 -3.929966 0.52 0.91 0.48
H 0.586172 -0.633792 -0.454981 -0.12 -0.80 0.83
H -1.463458 -2.448317 -0.144514 0.32 0.97 0.13
H -1.221390 -1.911081 1.547588 -0.11 0.20 -1.13
H -2.193335 -1.803977 -2.052977 -0.70 0.63 0.22
H -3.346810 -1.949610 -4.468723 -0.78 0.43 0.43
H -4.467210 -2.911046 -3.446282 0.18 0.98 -0.49
H -5.192660 -1.573812 -4.405638 0.97 -0.20 0.09
H -6.045679 0.216105 -2.898195 0.81 -0.21 0.56
H -5.717175 1.621826 -0.823366 0.95 -0.77 -0.05
H -4.426757 2.514540 0.829531 0.78 -0.89 0.05
H -2.385108 3.542271 1.240211 0.03 -1.16 -0.27
H -1.502815 2.096453 0.499051 -0.77 0.41 0.53
H -1.920648 2.153845 2.267220 -0.19 0.30 -1.07
H -5.339709 1.012889 2.349787 1.16 -0.01 0.03
H -4.020211 -0.173816 2.139066 0.01 0.97 0.51
H -3.761500 1.269500 3.266644 -0.43 -0.29 -0.85
O -0.262306 -1.012552 -4.952606 -0.24 0.01 0.15
C -0.686538 0.093543 -5.200748 0.10 0.13 -0.22
O -1.994342 0.269320 -5.408158 -0.02 -0.41 0.42
C -2.635034 1.550903 -5.535828 -0.12 0.44 -0.32
C -2.538806 2.069959 -6.955570 0.29 -0.16 -0.20
C 0.250125 1.260516 -5.369880 0.05 0.34 0.51
H -2.243842 2.256607 -4.799937 0.11 -0.11 0.00
H -3.684190 1.390898 -5.282397 0.14 -0.26 0.07
H -1.500414 2.223500 -7.258496 0.00 0.14 0.11
H -3.069755 3.017923 -7.054717 -0.02 -0.06 0.02
H -2.971940 1.348426 -7.653523 -0.12 0.25 0.19
H 0.666330 1.239593 -6.377280 -0.02 0.00 0.04
H 1.057951 1.161240 -4.644299 0.05 -0.18 -0.19
H -0.211959 2.227507 -5.186706 -0.07 -0.01 -0.21
O -4.616048 0.182960 -8.497949 -0.17 -0.45 -0.24
C -4.354237 -0.995055 -8.532597 0.00 0.08 0.36
O -5.069994 -1.814639 -9.317954 -0.17 0.28 -0.42
C -4.736929 -3.186724 -9.565089 -0.01 -0.26 0.18
C -5.270079 -4.085788 -8.468317 -0.01 0.04 0.19
C -3.292754 -1.574839 -7.634703 0.49 -0.18 -0.44
H -3.662741 -3.304651 -9.721267 -0.01 0.06 0.10
H -5.216364 -3.448855 -10.509247 -0.02 0.26 0.04
H -4.831212 -3.842081 -7.499171 0.07 -0.06 -0.05
H -5.053983 -5.132180 -8.690848 -0.02 0.04 -0.01
H -6.349993 -3.962861 -8.367795 0.04 -0.03 -0.11
H -3.715671 -1.738090 -6.644454 0.04 0.04 -0.03
H -2.476319 -0.859294 -7.563224 -0.19 0.03 0.17
H -2.857878 -2.501407 -8.003131 -0.16 -0.11 0.09
O -2.473522 1.003366 5.027598 -0.27 0.01 0.48
C -2.737647 0.568373 6.123271 0.24 0.22 0.08
O -3.929773 0.833050 6.672976 -0.28 0.01 -0.43
C -4.413449 0.230299 7.882573 0.05 0.03 0.38
C -3.903246 0.967296 9.103807 0.18 0.09 0.00
C -1.711202 -0.192057 6.923111 -0.08 -0.57 -0.01
H -4.180493 -0.836197 7.906119 0.10 0.05 -0.03
H -5.500774 0.307448 7.844654 0.10 0.07 -0.25
H -2.814522 0.933864 9.168945 -0.04 -0.08 0.05
H -4.316080 0.531417 10.014992 -0.01 0.02 -0.05
H -4.186056 2.020362 9.057712 -0.08 -0.08 0.00
H -1.043694 0.518246 7.411943 -0.03 -0.02 -0.02
H -1.135130 -0.816020 6.239873 0.08 0.22 -0.01
H -2.137407 -0.861782 7.666066 0.01 0.16 0.13
O 2.127753 4.902217 8.200868 0.21 -0.39 -0.17
C 3.080919 4.680442 7.503303 -0.04 0.55 0.24
O 3.576789 3.429116 7.425136 -0.32 -0.52 -0.01
C 4.589264 3.020164 6.499825 0.26 0.13 0.07
C 5.974003 3.327848 7.031857 0.08 0.13 0.06
C 3.788671 5.799256 6.782961 -0.11 0.01 -0.61
H 4.411438 3.452401 5.512088 0.02 0.10 0.05
H 4.481381 1.939557 6.387928 -0.20 0.08 0.14
H 6.119073 4.398816 7.179816 0.01 -0.03 -0.10
H 6.739566 2.968762 6.341452 -0.03 0.00 0.03
H 6.122624 2.850471 8.001981 -0.04 -0.06 -0.09
H 4.465164 6.297763 7.477387 -0.03 -0.02 -0.02
H 3.040302 6.511157 6.435827 0.02 0.02 0.27
H 4.341746 5.479144 5.902342 0.18 -0.02 0.12

***

(2)
15
Properties=species:S:1:pos:R:3:forces:R:3 method="wB97M-V/def2-TZVPD" e_lumo_ev=3.3 e_tot_ha=-668.37610 largest_force_ev_per_a=1.66 total_charge=-1
C 0.387218 0.942285 -0.102336 -0.87 0.88 1.11
O -0.489550 1.215161 0.939007 0.59 -0.38 0.14
C 0.410948 -0.538943 -0.394162 0.64 -0.95 -0.87
C -0.934109 -1.116771 -0.745122 -1.00 0.94 -0.74
S -1.636148 -0.349809 -2.297662 0.21 -0.37 0.06
H 1.429572 1.231797 0.143037 0.09 0.05 -0.14
H 0.067188 1.550088 -0.963107 0.34 -0.32 -0.49
H 1.077457 -0.767368 -1.252840 0.04 0.10 0.30
H 0.813620 -1.076589 0.479829 -0.13 0.21 -0.10
H -1.705344 -0.803883 -0.043134 0.25 -0.25 0.41
H -0.973483 -2.180733 -0.944838 0.13 -0.19 0.34
H -0.976545 -1.154623 -3.145994 -0.04 0.10 -0.07
H 0.931384 1.562556 3.305956 0.16 -0.04 0.15
H 0.470943 0.781551 2.106588 -0.10 0.09 0.20
O 1.126846 0.705287 2.914776 -0.33 0.12 -0.30

***

(3)
23
Properties=species:S:1:pos:R:3:forces:R:3 method="wB97M-V/def2-TZVPD" smiles=C[C@H](O)CN.O.O.O e_lumo_ev=0.4 e_tot_ha=-478.94407 largest_force_ev_per_a=2.78
C -0.121837 -1.561081 1.354555 -1.92 -0.81 -0.63
C -0.183081 -0.501848 0.243912 0.95 2.06 1.61
O -0.287013 -0.947609 -1.071785 -1.72 -0.17 -1.11
C 1.138015 0.347878 0.254245 -1.76 -0.51 -2.07
N 1.216704 1.157451 -0.981643 0.41 0.21 1.72
H 0.815233 -1.708806 1.901995 -0.42 0.26 -0.07
H -1.063195 -1.568861 1.933323 0.83 1.11 0.91
H -0.473184 -2.495929 0.934037 1.01 -0.79 -0.83
H -1.060097 0.223092 0.506455 1.24 -1.36 -1.13
H 0.214115 -1.711724 -1.356420 0.60 -0.06 1.02
H 1.052455 1.101563 1.015832 0.75 -0.22 0.95
H 1.910016 -0.409370 0.258741 0.77 0.09 0.87
H 1.270375 0.695383 -1.868771 0.02 -0.50 -0.01
H 2.018408 1.763191 -0.848452 -0.14 0.15 -0.52
O -0.188521 2.209210 3.579613 -0.05 0.08 0.11
H 0.035746 1.274288 3.583464 0.01 0.02 -0.14
H -0.124149 2.511003 2.668359 0.02 -0.10 0.02
O -1.402144 -3.269206 -2.840105 -0.07 -0.95 -0.84
H -0.715472 -2.755626 -2.431186 -0.38 0.39 0.30
H -2.258031 -3.083495 -2.452420 0.20 0.40 0.33
O -0.307159 3.171080 -1.515919 -0.95 0.68 -0.15
H -1.181492 3.165752 -1.924244 0.10 0.20 0.02
H -0.305691 2.393664 -0.943585 0.51 -0.18 -0.34